<one>
DFT (the ωB97M-V functional and the def2-TZVPD basis) results for a gas-phase ion, C6H8N3O (charge +1).

Bonds (Å) are listed after each position.
Atoms and positions in Å:
1 N 1.459 -0.707 1.927  C2 1.424, H11 1.082, H12 1.027, H13 1.000
2 C 0.932 -0.757 0.605  N1 1.424, C3 1.546, C9 1.540, H14 1.053
3 C -0.606 -0.850 0.487  C2 1.546, N4 1.412, H15 1.098, H16 1.076
4 N -0.935 0.042 -0.557  C3 1.412, C5 1.335, C8 1.381
5 C -1.943 0.450 -1.331  N4 1.335, C6 1.424, H17 1.110
6 C -1.391 1.439 -2.195  C5 1.424, N7 1.328, H18 1.119
7 N -0.111 1.662 -1.925  C6 1.328, C8 1.328
8 C 0.123 0.865 -0.889  N4 1.381, N7 1.328, C9 1.404
9 C 1.236 0.590 -0.079  C2 1.540, C8 1.404, O10 1.243
10 O 2.219 1.265 0.275  C9 1.243
11 H 1.831 0.309 1.931  N1 1.082
12 H 2.290 -1.312 1.937  N1 1.027
13 H 0.760 -0.782 2.638  N1 1.000
14 H 1.226 -1.480 -0.102  C2 1.053
15 H -1.073 -1.825 0.302  C3 1.098
16 H -1.066 -0.633 1.436  C3 1.076
17 H -2.974 0.040 -1.342  C5 1.110
18 H -1.977 1.683 -3.117  C6 1.119

As for the charge: +1. Its structure (SMILES) is [NH3+][C@H]1Cn2ccnc2C1=O. As for the multiplicity: 1. As for the HOMO-LUMO gap (alpha / beta): 0.320 / 0.320 Eh.

<two>
DFT (the ωB97M-V functional and the def2-TZVPD basis) results for a gas-phase ion, C6H8N3O (charge +1).

Bonds (Å) are listed after each position.
Atoms and positions in Å:
1 N -0.266 1.970 0.494  C2 1.187, H11 0.964
2 C 0.838 1.551 0.376  N1 1.187, C3 1.352
3 C 2.023 1.209 -0.178  C2 1.352, C4 1.359, H12 1.074
4 C 2.502 -0.062 -0.219  C3 1.359, C5 1.388, H13 1.121
5 C 1.762 -1.229 -0.092  C4 1.388, C6 1.378, H14 1.183
6 C 0.401 -1.445 -0.070  C5 1.378, N7 1.347, H15 1.072
7 N -0.520 -0.479 -0.253  C6 1.347, C8 1.317
8 C -1.817 -0.257 -0.195  N7 1.317, N9 1.330, O10 1.312
9 N -2.476 -0.340 0.956  C8 1.330, H16 1.018, H17 0.964
10 O -2.427 0.327 -1.198  C8 1.312, H18 1.058
11 H -0.993 2.453 0.903  N1 0.964
12 H 2.552 2.100 -0.460  C3 1.074
13 H 3.564 -0.411 -0.317  C4 1.121
14 H 2.422 -2.208 -0.157  C5 1.183
15 H -0.026 -2.428 -0.029  C6 1.072
16 H -2.017 -0.901 1.671  N9 1.018
17 H -3.429 -0.189 0.968  N9 0.964
18 H -2.091 0.341 -2.201  O10 1.058

As for the charge: +1. Its structure (SMILES) is N=C=C/C=C\C=N\C(=[NH2+])O. As for the multiplicity: 1. As for the HOMO-LUMO gap: 0.284 Eh.

Which one sits at the top of the stability order? <one> does.

<one>
DFT (the ωB97M-V functional and the def2-TZVPD basis) results for a gas-phase ion, C9H15N2S (charge +1).

Bonds (Å) are listed after each position.
Atoms and positions in Å:
1 C -0.968 -0.381 0.733  C2 1.339, C4 1.600, C6 1.467
2 C -0.781 0.945 0.722  C1 1.339, C5 1.591, C7 1.441
3 C 2.299 -0.624 0.216  N10 1.341, N11 1.331, S12 1.706
4 C 0.053 -0.689 -0.459  C1 1.600, C5 1.642, C8 1.557, N10 1.464
5 C 0.292 0.935 -0.454  C2 1.591, C4 1.642, C9 1.525, S12 1.824
6 C -1.790 -1.292 1.538  C1 1.467, H13 1.046, H14 1.068, H15 1.114
7 C -1.406 2.077 1.358  C2 1.441, H16 1.005, H17 1.138, H18 1.095
8 C -0.575 -1.227 -1.779  C4 1.557, H19 1.111, H20 1.163, H21 1.090
9 C 0.010 1.745 -1.715  C5 1.525, H22 1.096, H23 1.091, H24 1.200
10 N 1.252 -1.420 -0.045  C3 1.341, C4 1.464, H25 1.043
11 N 3.491 -1.028 0.645  C3 1.331, H26 1.036, H27 1.043
12 S 2.019 1.056 0.120  C3 1.706, C5 1.824
13 H -1.931 -1.078 2.552  C6 1.046
14 H -1.179 -2.168 1.553  C6 1.068
15 H -2.764 -1.495 1.038  C6 1.114
16 H -1.037 2.069 2.293  C7 1.005
17 H -2.544 2.084 1.346  C7 1.138
18 H -1.074 3.074 1.050  C7 1.095
19 H 0.129 -0.928 -2.585  C8 1.111
20 H -1.536 -0.642 -2.073  C8 1.163
21 H -0.884 -2.258 -1.609  C8 1.090
22 H 0.847 1.505 -2.381  C9 1.096
23 H 0.043 2.791 -1.405  C9 1.091
24 H -1.021 1.367 -2.197  C9 1.200
25 H 1.447 -2.394 -0.366  N10 1.043
26 H 3.596 -1.896 1.201  N11 1.036
27 H 4.013 -0.126 0.706  N11 1.043

As for the charge: +1. As for the multiplicity: 1. As for the HOMO-LUMO gap: 0.346 Eh.

<two>
DFT (the ωB97M-V functional and the def2-TZVPD basis) results for 2 unconnected molecules or ions with the total composition C9H15N2S.

Bonds (Å) are listed after each position.
Atoms and positions in Å:
1 C -2.389 3.043 0.582  C3 1.355, H13 1.082, H14 1.094
2 C 3.802 -0.481 0.972  C5 1.333, H15 1.109, H16 1.015
3 C -1.161 2.503 0.766  C1 1.355, C4 1.409, H17 1.166
4 C -0.398 2.349 -0.409  C3 1.409, C6 1.320, H18 1.120
5 C 2.737 0.316 0.905  C2 1.333, S12 1.687
6 C 0.679 1.598 -0.547  C4 1.320, C8 1.513, S12 1.864
7 C -0.434 -1.217 0.983  N10 1.358, N11 1.303
8 C 1.580 1.555 -1.762  C6 1.513, H19 1.086, H20 1.117, H21 1.095
9 C -0.972 -3.274 -0.420  N11 1.512, H22 1.060, H23 1.115, H24 1.080
10 N -1.018 -1.482 2.180  C7 1.358, H25 0.952, H26 0.995
11 N -0.319 -1.952 -0.087  C7 1.303, C9 1.512, H27 1.039
12 S 1.113 0.750 1.054  C5 1.687, C6 1.864
13 H -3.027 3.482 1.338  C1 1.082
14 H -2.701 3.305 -0.434  C1 1.094
15 H 3.801 -1.587 0.894  C2 1.109
16 H 4.669 0.046 1.023  C2 1.015
17 H -0.823 2.013 1.768  C3 1.166
18 H -0.676 2.989 -1.284  C4 1.120
19 H 2.645 1.621 -1.558  C8 1.086
20 H 1.293 2.226 -2.607  C8 1.117
21 H 1.434 0.507 -2.044  C8 1.095
22 H -1.613 -3.248 -1.264  C9 1.060
23 H -1.379 -3.507 0.592  C9 1.115
24 H -0.265 -4.017 -0.760  C9 1.080
25 H -0.775 -0.943 2.927  N10 0.952
26 H -1.414 -2.383 2.320  N10 0.995
27 H 0.053 -1.365 -0.860  N11 1.039

As for the charge: +1. As for the multiplicity: 1. As for the HOMO-LUMO gap (alpha / beta): 0.277 / 0.277 Eh.

<three>
DFT (the ωB97M-V functional and the def2-TZVPD basis) results for 2 unconnected molecules or ions with the total composition C9H15N2S.

Bonds (Å) are listed after each position.
Atoms and positions in Å:
1 C 0.444 2.131 -1.235  C2 1.317, N10 1.371, H13 1.013
2 C -0.085 1.298 -0.362  C1 1.317, C7 1.451, N11 1.396
3 C 2.142 0.982 -0.309  N10 1.350, N11 1.345
4 C 4.228 -0.397 -0.217  C5 1.448, S12 1.558
5 C 4.459 -0.487 1.210  C4 1.448, H14 1.148, H15 1.094, H16 1.191
6 C -3.721 -2.178 0.162  C8 1.578, H17 1.099, H18 1.104, H19 1.101
7 C -1.467 1.063 0.013  C2 1.451, C9 1.552, H20 1.120, H21 1.065
8 C -3.263 -0.695 0.447  C6 1.578, C9 1.553, H22 1.139, H23 1.062
9 C -2.062 -0.293 -0.452  C7 1.552, C8 1.553, H24 1.194, H25 1.068
10 N 1.804 2.008 -1.119  C1 1.371, C3 1.350, H26 0.998
11 N 0.972 0.623 0.249  C2 1.396, C3 1.345, H27 1.052
12 S 4.578 -0.780 -1.686  C4 1.558
13 H 0.084 2.823 -1.880  C1 1.013
14 H 4.407 -1.593 1.512  C5 1.148
15 H 4.046 0.038 2.077  C5 1.094
16 H 5.580 -0.101 1.327  C5 1.191
17 H -3.891 -2.834 1.027  C6 1.099
18 H -2.849 -2.603 -0.362  C6 1.104
19 H -4.609 -2.378 -0.458  C6 1.101
20 H -1.554 1.244 1.114  C7 1.120
21 H -1.942 1.859 -0.511  C7 1.065
22 H -3.027 -0.641 1.560  C8 1.139
23 H -4.046 -0.025 0.193  C8 1.062
24 H -1.388 -1.245 -0.193  C9 1.194
25 H -2.235 -0.250 -1.505  C9 1.068
26 H 2.493 2.567 -1.577  N10 0.998
27 H 0.905 -0.136 0.975  N11 1.052

As for the charge: +1. As for the multiplicity: 1. As for the HOMO-LUMO gap: 0.281 Eh.

Which one sits at the top of the stability order? <one> does.

<one>
DFT (the ωB97M-V functional and the def2-TZVPD basis) results for a single C5H7Br molecule.

Bonds (Å) are listed after each position.
Atoms and positions in Å:
1 C -2.037 1.757 0.048  C2 1.434, H7 1.062, H8 1.027, H9 1.045
2 C -0.874 0.931 -0.098  C1 1.434, C3 1.202
3 C 0.136 0.339 -0.369  C2 1.202, C4 1.483
4 C 1.298 -0.576 -0.482  C3 1.483, C5 1.482, Br6 2.244, H10 1.082
5 C 0.971 -1.771 0.329  C4 1.482, H11 1.155, H12 1.067, H13 1.059
6 Br 3.403 0.077 -0.054  C4 2.244
7 H -2.834 1.267 0.552  C1 1.062
8 H -2.406 2.150 -0.826  C1 1.027
9 H -1.751 2.530 0.691  C1 1.045
10 H 1.422 -0.574 -1.557  C4 1.082
11 H 1.305 -2.822 -0.016  C5 1.155
12 H -0.076 -1.689 0.521  C5 1.067
13 H 1.445 -1.618 1.263  C5 1.059

Its structure (SMILES) is CC#C[C@H](C)Br. As for the multiplicity: 1. As for the HOMO-LUMO gap: 0.353 Eh.

<two>
DFT (the ωB97M-V functional and the def2-TZVPD basis) results for 2 unconnected molecules or ions with the total composition C5H7Br.

Bonds (Å) are listed after each position.
Atoms and positions in Å:
1 C 0.977 0.384 2.115  C2 1.330, H6 1.077, H7 1.117
2 C -0.297 0.432 1.734  C1 1.330, C3 1.453, H8 1.100
3 C -0.347 -0.257 0.455  C2 1.453, C4 1.214
4 C 0.160 -0.784 -0.514  C3 1.214, C5 1.454
5 C 0.324 -1.171 -1.906  C4 1.454, H9 1.136, H10 1.023, H11 1.019
6 H 1.768 -0.218 1.700  C1 1.077
7 H 1.209 0.966 3.041  C1 1.117
8 H -1.110 0.957 2.256  C2 1.100
9 H 1.407 -1.511 -1.968  C5 1.136
10 H 0.248 -0.416 -2.594  C5 1.023
11 H -0.466 -1.771 -2.139  C5 1.019
12 Br -2.582 2.049 -0.980  H13 1.488
13 H -1.293 1.339 -1.200  Br12 1.488

Its structure (SMILES) is C=CC#CC.Br. As for the multiplicity: 1. As for the HOMO-LUMO gap: 0.355 Eh.

Which one sits at the top of the stability order? <one> does.